Entry from the Open Molecules 2025 dataset: 16 unconnected molecules or ions with the total composition C38H103N2O29 at a distorted geometry (ωB97M-V with the def2-TZVPD basis set).

Geometry (Å):
C: -7.918150 -10.593050 -3.049440
C: -8.760390 -11.857150 -3.261730
N: -8.596370 -12.534190 -4.524680
C: -9.159500 -13.759480 -4.886710
C: -8.624110 -14.231250 -6.026540
N: -7.681650 -13.297020 -6.458960
C: -7.622190 -12.328940 -5.477330
C: -6.869530 -13.402890 -7.700010
H: -8.158130 -9.776910 -3.730920
H: -6.866380 -10.875810 -3.005620
H: -8.323090 -10.310810 -2.077600
H: -9.822480 -11.623650 -3.187250
H: -8.400220 -12.561940 -2.512290
H: -9.914430 -14.166960 -4.230630
H: -8.883810 -15.142090 -6.545520
H: -6.903600 -11.523940 -5.522150
H: -5.819540 -13.506730 -7.426440
H: -7.081360 -12.511390 -8.290320
H: -7.166630 -14.226700 -8.348980
C: -5.977550 -20.460580 -1.795350
C: -6.326560 -19.653200 -3.016060
C: -7.419180 -20.541420 -3.584510
O: -8.073880 -21.132960 -2.505400
C: -7.348190 -20.907590 -1.291080
H: -5.402120 -19.855800 -1.094470
H: -5.401780 -21.334360 -2.100450
H: -5.567160 -19.557200 -3.792080
H: -6.702460 -18.642080 -2.859720
H: -6.856600 -21.304440 -4.122460
H: -8.054610 -19.988070 -4.275990
H: -7.355380 -21.855360 -0.752760
H: -7.748620 -20.063690 -0.729310
C: -7.835450 -15.479500 4.855980
C: -7.222720 -16.072220 3.591890
O: -7.414020 -15.320850 2.397660
O: -7.435280 -14.179630 5.208440
H: -7.859900 -16.114860 5.741320
H: -8.886910 -15.479090 4.568680
H: -7.717410 -17.027310 3.415290
H: -6.173030 -16.342100 3.707680
H: -8.354670 -15.257550 2.216630
H: -7.443560 -13.619830 4.428590
C: -6.210100 -12.822930 -15.627810
C: -6.469410 -14.298000 -15.179880
O: -7.382760 -15.049040 -15.966070
O: -5.628460 -12.805300 -16.948790
H: -5.710780 -12.239690 -14.854120
H: -7.155040 -12.299470 -15.773380
H: -6.936530 -14.340610 -14.195970
H: -5.590850 -14.936050 -15.084280
H: -7.561440 -15.917450 -15.597920
H: -4.719660 -13.095970 -16.842960
C: -11.166410 -8.683900 -8.080650
C: -12.650630 -8.426430 -8.420620
O: -12.891920 -7.143660 -8.975260
O: -10.614620 -7.981350 -6.988720
H: -10.547950 -8.445940 -8.946090
H: -10.997070 -9.746850 -7.908750
H: -13.308550 -8.533480 -7.558200
H: -12.981290 -9.235160 -9.072320
H: -12.114730 -6.927790 -9.495810
H: -9.659900 -7.950460 -7.084410
C: -16.510210 -13.541160 -2.056610
C: -15.830020 -13.799490 -3.368620
O: -15.205710 -12.633750 -3.928440
O: -17.584870 -12.697060 -2.171820
H: -15.710780 -13.265610 -1.368800
H: -16.863140 -14.498600 -1.673390
H: -16.619680 -14.248190 -3.971300
H: -15.022930 -14.522790 -3.252350
H: -14.966650 -12.874650 -4.826460
H: -18.033080 -12.448580 -1.360050
C: -11.860160 -10.573090 -13.678130
C: -11.586570 -11.967690 -13.061260
O: -10.667840 -11.990960 -12.062400
O: -12.795420 -10.685190 -14.741060
H: -10.871060 -10.280740 -14.030720
H: -12.236730 -9.935300 -12.878440
H: -11.112890 -12.492580 -13.890850
H: -12.505260 -12.494110 -12.802420
H: -10.889390 -12.782170 -11.565900
H: -13.617780 -10.284260 -14.450250
C: -13.247600 -8.153440 -2.069910
C: -13.334890 -8.776060 -0.694360
O: -13.517640 -7.798250 0.286400
O: -12.138450 -7.284980 -2.215480
H: -14.145840 -7.565680 -2.259100
H: -13.167150 -8.919400 -2.841240
H: -12.472810 -9.360190 -0.372340
H: -14.207660 -9.428900 -0.707340
H: -14.134200 -7.152860 -0.067060
H: -11.927890 -7.351220 -3.149750
C: -5.221200 -10.172290 2.459070
C: -4.284880 -11.309310 2.682390
O: -4.430930 -12.337190 1.727140
O: -6.536300 -10.622080 2.687980
H: -5.199220 -9.645070 1.505310
H: -5.057970 -9.474040 3.279980
H: -4.477000 -11.734020 3.667680
H: -3.290350 -10.865650 2.729250
H: -5.184450 -12.883750 1.961850
H: -7.158430 -9.937350 2.431660
C: -11.390520 -17.767280 -0.896990
C: -11.979530 -16.836320 0.219840
O: -11.785750 -15.443940 -0.002090
O: -12.069310 -17.749860 -2.087080
H: -11.475890 -18.815930 -0.612140
H: -10.361750 -17.438470 -1.044010
H: -11.580210 -17.223650 1.157190
H: -13.065170 -16.916520 0.275190
H: -12.156420 -14.912480 0.706260
H: -12.324950 -18.637430 -2.348740
C: -4.502920 -20.548350 -10.062000
C: -4.888230 -19.158390 -9.678850
O: -6.320760 -19.020790 -9.573310
O: -4.907530 -20.834200 -11.410720
H: -4.953960 -21.260700 -9.371190
H: -3.419570 -20.629130 -9.972870
H: -4.484620 -18.416600 -10.368010
H: -4.547670 -18.973700 -8.660020
H: -6.705540 -19.250070 -10.422420
H: -5.827900 -20.564550 -11.453100
C: 0.891210 -12.912150 -7.914040
C: 1.767340 -12.749170 -9.149770
O: 3.085310 -12.298190 -8.754400
O: 1.176700 -11.924050 -6.911170
H: 1.068580 -13.897980 -7.484180
H: -0.130170 -12.862290 -8.291390
H: 1.303380 -11.971660 -9.756670
H: 1.798850 -13.639060 -9.778430
H: 3.666420 -12.428220 -9.507390
H: 2.064250 -11.611110 -7.100690
C: -4.504980 -7.943360 -7.610530
C: -3.075040 -8.343940 -7.048710
O: -3.160910 -9.535880 -6.315560
O: -5.421180 -7.520640 -6.714430
H: -5.033990 -8.661560 -8.236980
H: -4.379360 -7.083780 -8.268890
H: -2.624170 -7.629310 -6.360140
H: -2.428640 -8.399040 -7.924630
H: -2.286780 -9.924170 -6.397540
H: -5.091480 -6.711070 -6.317580
C: -9.358900 -6.060990 4.793570
C: -9.422670 -5.814120 3.280680
O: -9.781250 -7.080150 2.686000
O: -10.491890 -6.619440 5.405710
H: -8.982970 -5.196760 5.341180
H: -8.597500 -6.833050 4.904440
H: -8.468200 -5.385510 2.975090
H: -10.262990 -5.139330 3.117530
H: -10.700330 -6.959190 2.436470
H: -11.139120 -5.924720 5.547400
C: -13.635310 -16.247860 -8.527060
C: -13.164160 -16.739980 -9.947540
O: -11.821880 -16.295330 -10.138390
O: -13.839730 -14.841120 -8.426220
H: -12.978990 -16.507030 -7.696290
H: -14.572720 -16.735570 -8.259660
H: -13.819210 -16.265390 -10.678130
H: -13.176070 -17.824120 -10.059790
H: -11.435640 -16.879970 -10.794600
H: -14.584630 -14.634750 -8.995550
C: -4.219350 -4.001190 -2.917560
C: -4.888460 -4.257430 -1.524940
O: -5.741140 -3.270430 -1.039580
O: -5.176770 -3.949270 -3.936700
H: -3.464810 -4.721220 -3.234310
H: -3.799260 -2.995410 -2.923960
H: -4.059490 -4.506290 -0.862380
H: -5.487850 -5.165030 -1.596170
H: -6.631520 -3.420150 -1.365780
H: -5.820400 -3.279160 -3.695280

Atomic forces in eV per Å
-1.1 -0.8 0.0
0.3 0.6 0.3
2.8 -1.7 -3.9
-0.8 0.5 1.4
0.1 0.6 -0.3
-0.6 0.0 2.0
-1.0 -0.6 -0.7
-0.2 0.7 0.3
0.3 -0.1 -0.2
0.0 0.5 0.1
0.7 0.4 0.2
0.1 -0.2 0.3
-0.6 -0.1 0.2
0.0 -0.2 -0.2
0.2 0.2 -0.1
-0.2 0.1 0.2
-0.1 0.2 -0.2
0.4 0.1 0.1
-0.2 -0.2 0.6
0.7 0.2 0.5
-0.5 0.2 -1.1
1.2 0.3 -0.6
-1.2 -0.1 0.6
0.7 0.3 -0.9
0.0 -0.3 0.3
0.2 0.0 0.1
0.4 -0.1 0.3
0.0 0.0 0.6
-0.4 -0.4 -0.5
-0.5 -0.3 0.2
0.0 0.3 0.3
-0.6 -0.2 0.3
-1.2 0.3 -1.1
0.2 -1.2 0.3
0.6 0.6 0.4
0.5 -0.2 0.3
0.8 -0.1 -0.1
-0.7 0.4 0.1
-0.1 -0.3 0.4
0.2 0.6 -0.3
-0.2 0.0 0.1
0.0 0.0 -0.2
-1.1 -1.6 -1.3
-0.5 -0.5 1.1
-0.4 0.8 -1.5
0.1 0.3 1.2
0.6 -0.3 -0.1
-0.2 -0.3 0.1
0.3 0.8 0.6
0.8 0.6 -0.1
0.3 0.2 0.2
0.2 -0.1 -0.2
0.1 -0.4 -0.5
0.6 0.1 0.7
0.2 -0.4 0.2
-0.6 0.5 0.7
-0.2 0.0 -0.5
-0.4 -0.4 -0.1
0.2 0.2 0.3
0.2 0.0 -0.5
0.0 0.2 -0.2
0.0 0.1 -0.1
1.3 -1.1 1.1
-0.1 0.0 -0.4
-0.7 -0.2 0.2
-0.8 1.4 -0.9
-0.1 0.8 0.4
0.1 -0.5 -0.1
0.1 0.2 -0.8
-0.3 -0.4 0.4
0.0 0.1 -0.1
0.4 -0.3 0.2
0.0 -1.1 1.2
-1.1 -0.2 -3.2
1.1 0.4 2.4
0.4 0.1 0.2
-0.3 0.7 -0.2
0.2 0.4 -0.1
-0.5 -0.5 -0.5
-0.3 0.2 0.0
0.4 0.1 0.4
0.0 0.0 -0.1
0.4 -0.3 -0.1
-0.4 0.0 -0.3
0.1 0.6 0.7
0.4 -0.1 0.0
-0.4 -0.1 0.0
-0.3 -0.3 0.1
0.2 0.0 -0.4
-0.1 -0.4 -0.1
-0.1 0.2 0.1
0.3 0.4 0.0
-0.9 0.8 1.1
-0.3 -0.1 0.1
0.7 0.0 -0.5
-1.0 -0.9 -0.3
0.6 -0.2 -0.2
0.7 0.5 -0.1
-0.1 0.2 0.3
0.3 -0.5 -0.5
-0.1 0.1 0.1
-0.1 0.0 0.1
-0.2 0.5 1.6
-1.0 -0.6 -0.5
1.3 -0.1 -0.6
-1.1 0.9 -2.1
0.7 0.2 1.2
0.3 -0.3 0.0
0.3 0.4 0.2
-0.2 -0.8 -0.1
-0.1 -0.3 0.1
0.0 0.2 0.1
0.1 -0.1 -0.5
-0.8 0.2 0.8
0.3 0.1 -0.1
0.4 0.1 0.6
-0.1 -0.1 0.1
0.0 -0.2 -0.4
0.1 0.0 0.0
0.2 0.2 -0.1
-0.2 0.2 -0.1
-0.1 -0.3 -0.3
1.0 -0.3 0.2
0.3 1.1 0.0
-0.8 -0.6 -0.2
-0.9 -0.3 -0.8
-0.1 -0.1 0.1
-0.2 0.2 0.5
0.1 0.3 -0.2
0.1 -0.3 0.3
0.1 0.1 0.1
0.3 0.1 0.0
2.2 0.6 -1.3
-1.8 0.5 -0.7
0.2 -0.9 -0.3
-1.7 0.3 2.6
0.7 -0.7 0.1
0.8 0.0 -0.6
-0.4 0.8 -0.3
0.2 -0.3 -0.1
0.0 -0.4 0.4
-0.2 0.1 0.3
1.3 -0.5 -0.1
-1.6 -0.8 1.6
0.6 0.9 -0.4
-0.5 0.2 -0.3
-0.1 0.3 0.0
0.2 -0.1 0.1
-0.1 -0.3 -0.5
0.3 0.5 -0.4
0.0 -0.4 -0.1
-0.1 0.0 0.1
-0.4 -0.5 -0.4
0.3 1.0 1.6
0.0 0.0 -0.1
0.3 -0.2 -0.4
0.5 -0.1 -0.4
-0.2 -0.3 -0.3
-0.2 -0.1 -0.2
-0.5 0.0 0.3
0.2 0.1 -0.1
-0.1 0.2 0.0
-0.9 1.3 0.9
0.9 -1.8 -1.4
0.3 1.1 0.1
-0.9 -0.6 -0.9
-0.1 -0.2 0.5
0.7 0.0 0.5
-0.2 0.5 0.6
0.2 -0.4 -0.2
0.0 -0.1 0.0
0.0 0.1 -0.1

## Properties
E_tot: -103415.0853 eV
multiplicity: 1
net charge: +1
orbital gap: 8.45 eV

Atomic partial charges in e from the Mulliken method, atoms 1 to 5: C -1.456; C -0.351; N 0.293; C -0.652; C -0.492